43
Properties=species:S:1:pos:R:3:forces:R:3:nbo_charge:R:1 method="wB97M-V/def2-TZVPD" total_charge=+3 e_homo_ev="-17.296 / -17.391" total_energy_ev=-82914.9820 homo_lumo_gap_ha="0.1887 / 0.1917"
Mo 0.3656 -0.3468 -0.0497 -0.443 0.116 0.212 0.839
S -1.6368 0.1385 -1.2679 0.311 0.206 0.304 0.331
S -3.3446 -1.3250 -3.1149 -0.224 0.326 -0.201 0.703
S -0.1034 -2.7114 -0.7252 0.243 0.019 0.220 0.240
S -4.3071 -3.7646 -4.4469 -0.196 -0.165 -0.271 0.496
S -2.0274 -3.8900 -2.5779 0.150 -0.369 -0.031 0.690
N 1.6892 -0.0968 -1.6490 0.216 0.041 -0.298 -0.506
N 1.3357 2.2143 -1.3014 0.096 -0.433 -0.190 -0.081
N 0.6776 1.7453 -0.3475 0.093 0.347 0.146 -0.150
N -0.2145 0.5647 1.5170 -0.199 -0.131 -0.210 -0.377
C -1.7423 -0.9999 2.7413 -0.005 0.035 -0.108 -0.227
C -0.6048 4.6712 1.5446 -0.051 0.003 0.100 -0.137
C 2.4223 -1.0807 -2.2322 -0.155 0.157 -0.006 0.086
C 0.0603 2.6334 0.5673 0.188 -0.159 -0.330 0.141
C -3.2862 -3.0472 -3.4768 -0.035 -0.015 0.163 -0.675
C -0.4954 -0.6076 2.2145 -0.032 0.307 -0.027 0.195
C 0.5937 -1.5033 2.1423 0.054 -0.143 0.213 -0.285
C -2.0644 -1.2723 -2.0336 0.077 -0.397 0.101 -0.396
C -0.0132 4.0133 0.4789 -0.008 -0.005 0.025 -0.177
C 0.4210 -2.8353 2.5661 0.097 0.080 -0.081 -0.169
C -0.7935 -3.2117 3.0789 -0.175 0.024 0.043 -0.131
C 1.9627 1.1911 -2.0192 -0.174 0.187 0.249 0.291
C -0.4310 1.9345 1.6703 0.044 -0.455 0.201 0.102
C 3.6244 0.4979 -3.5669 0.041 0.102 -0.053 -0.069
C -0.9940 2.5892 2.7513 -0.028 0.067 0.028 -0.189
C 3.4015 -0.8111 -3.1644 -0.004 -0.103 -0.003 -0.199
C -1.3805 -2.5612 -1.7746 -0.156 0.287 -0.074 -0.381
C 2.8859 1.5177 -2.9833 0.149 0.098 -0.155 -0.167
C -1.8644 -2.2892 3.1859 0.054 -0.128 0.022 -0.125
C -1.0803 3.9705 2.6622 -0.005 0.093 -0.011 -0.117
H 4.3728 0.7226 -4.3160 -0.008 0.008 0.004 0.276
H -2.7983 -2.6146 3.6260 0.007 -0.013 -0.008 0.265
H 0.3785 4.5458 -0.3762 0.004 -0.002 -0.002 0.270
H 1.2527 -3.5270 2.5511 0.013 0.014 -0.008 0.264
H -1.3433 2.0571 3.6257 0.001 -0.001 -0.002 0.256
H 3.9650 -1.6319 -3.5865 0.001 0.006 -0.002 0.277
H -1.5199 4.5230 3.4820 0.002 0.011 -0.009 0.265
H 3.0317 2.5609 -3.2289 0.031 -0.016 -0.018 0.284
H -2.5684 -0.3025 2.7892 0.011 0.014 0.002 0.259
H 2.1924 -2.0966 -1.9515 0.005 -0.035 0.026 0.232
H -0.6906 5.7491 1.5219 0.000 0.000 0.010 0.267
H 1.6007 -1.0919 2.0303 0.032 0.011 0.019 0.261
H -0.9294 -4.2215 3.4438 -0.022 0.011 0.011 0.266

43
Properties=species:S:1:pos:R:3:forces:R:3:nbo_charge:R:1 method="wB97M-V/def2-TZVPD" total_charge=-1 e_homo_ev=-3.196 total_energy_ev=-39188.5422 homo_lumo_gap_ha=0.1134
O 0.2230 1.6533 2.7689 0.434 -0.022 0.011 -0.718
O -4.9609 -2.6240 -3.3770 2.322 0.132 0.398 -0.348
O 1.4913 -0.8991 -0.9731 -1.846 -1.177 -1.564 -0.345
O -4.6495 0.5665 -0.6906 2.683 -0.466 -0.103 -0.119
O -3.1681 -3.7200 -3.9875 -0.739 1.497 1.042 -0.398
O 1.2192 -2.4068 -2.5433 -1.063 1.274 1.128 -0.393
N 0.7626 -1.5500 -1.7562 2.962 -0.102 0.384 0.496
N -3.7296 -2.8002 -3.3508 -0.950 -1.618 -1.420 0.501
N -3.3148 0.8767 -0.2714 -0.894 -2.047 -1.828 0.010
N -4.7100 -0.4794 -1.5762 1.912 0.330 0.542 -0.045
C -0.4446 -0.6055 3.1068 1.422 0.661 -0.157 -0.488
C -1.4893 -2.1236 -2.5645 -1.448 -0.041 -0.159 -0.121
C 4.7591 -0.3650 3.0096 -0.294 0.140 0.001 -0.235
C 1.9842 0.1160 3.0674 0.533 -0.026 -0.111 -0.016
C -3.7836 1.1089 3.0152 -0.164 -0.675 0.169 -0.195
C -1.1787 -0.2785 -0.9345 1.273 -0.701 -0.403 -0.085
C -2.8709 -1.9334 -2.5649 0.961 0.713 0.723 -0.009
C -3.4219 -0.8657 -1.7432 -1.982 -0.140 -0.227 0.129
C -2.7318 -1.4995 3.0866 0.080 0.605 -0.090 -0.279
C -0.6611 -1.3053 -1.7559 -1.415 1.608 1.224 -0.002
C -2.5701 -0.0524 -0.9445 -1.624 0.859 0.538 0.017
C 4.2680 0.9478 2.8951 -0.121 -0.538 0.091 -0.231
C 0.5133 0.4516 2.9803 -0.852 -0.733 0.046 0.416
C -4.6396 -0.0026 3.0361 -0.110 0.113 -0.084 -0.297
C 2.4839 -1.1887 3.2214 0.316 0.353 -0.093 -0.207
C -2.4105 0.9283 3.0274 0.030 -0.153 -0.063 -0.285
C -4.1045 -1.3034 3.0411 0.074 0.234 0.098 -0.225
C -1.8407 -0.3826 3.0819 -0.945 0.096 -0.147 0.069
C 2.8935 1.1814 2.9216 0.156 -0.306 -0.002 -0.206
C 3.8638 -1.4318 3.1765 -0.212 0.380 0.028 -0.233
H 2.5072 2.1965 2.8098 -0.038 -0.426 0.036 0.237
H -4.7681 -2.1696 3.0138 0.085 0.230 0.064 0.195
H -0.5538 0.3498 -0.3027 0.131 -0.302 -0.113 0.294
H 1.7848 -2.0145 3.3611 0.338 0.216 -0.090 0.208
H 5.8331 -0.5530 2.9647 -0.269 0.034 0.025 0.198
H 4.9509 1.7910 2.7753 -0.105 -0.280 0.026 0.199
H 4.2300 -2.4572 3.2674 -0.045 0.329 -0.017 0.200
H -4.1850 2.1249 2.9953 0.023 -0.315 -0.023 0.196
H -1.0444 -2.9070 -3.1741 -0.160 0.207 0.190 0.286
H -1.7312 1.7799 2.9843 -0.328 -0.401 0.069 0.263
H -2.2911 -2.5016 3.1105 -0.259 0.269 -0.021 0.193
H -0.1047 -1.6304 3.2513 -0.102 0.293 -0.060 0.180
H -5.7201 0.1473 3.0387 0.233 -0.103 -0.058 0.194

How do the records compare in energy relative to the best compared isomer or geometry (same formula, charge and spin)? In the order shown, they have 6.6 6.4 kJ/mol.